18
Properties=species:S:1:pos:R:3:lowdin_charge:R:1 method="wB97M-V/def2-TZVPD" energy_ha=-707.95622 e_homo_ev=-7.550 spin_multiplicity=1 homo_lumo_gap_ev=7.35 relative_energy_kj_mol=247.0
C 0.002 -1.230 -1.732 0.035
C -3.100 -0.133 1.346 -0.117
C 0.876 -0.928 -0.765 -0.186
C -1.904 -0.151 0.776 -0.657
C 2.355 0.745 0.462 -0.068
C 1.119 0.417 -0.313 -0.525
O 0.566 1.396 -1.046 0.038
S -0.437 0.249 1.595 0.719
H -0.200 -2.248 -2.014 0.066
H -0.494 -0.454 -2.290 0.070
H -3.986 -0.405 0.799 0.040
H -3.223 0.134 2.382 0.038
H 1.391 -1.702 -0.215 0.115
H -1.748 -0.441 -0.263 0.033
H 3.182 0.888 -0.239 0.100
H 2.606 -0.058 1.147 0.086
H 2.223 1.659 1.038 0.083
H 0.772 2.262 -0.667 0.129